1.
{"formula": "C52H46BN12O4STeTl", "method": "ωB97M-V/def2-TZVPD", "e_above_lowest_ev": 1.508, "charge": -2, "e_homo_ev": 0.13, "total_energy_ev": -104242.1757, "orbital_gap_ev": 3.05, "symbols": ["Tl", "Te", "S", "O", "O", "O", "O", "N", "N", "N", "N", "N", "N", "N", "N", "N", "N", "N", "N", "C", "C", "C", "C", "C", "C", "C", "C", "C", "C", "C", "C", "C", "C", "C", "C", "C", "C", "C", "C", "C", "C", "C", "C", "C", "C", "C", "C", "C", "C", "C", "C", "C", "C", "C", "C", "C", "C", "C", "C", "C", "C", "C", "C", "C", "C", "C", "C", "C", "C", "C", "C", "B", "H", "H", "H", "H", "H", "H", "H", "H", "H", "H", "H", "H", "H", "H", "H", "H", "H", "H", "H", "H", "H", "H", "H", "H", "H", "H", "H", "H", "H", "H", "H", "H", "H", "H", "H", "H", "H", "H", "H", "H", "H", "H", "H", "H", "H", "H"], "coordinates": [[0.4799, -0.8531, -0.5612], [0.5778, 1.9945, -2.3667], [-1.2894, 3.0394, 2.6475], [-2.6681, -1.6594, -4.6203], [-2.1200, 2.2427, -4.0531], [-1.5985, -0.5326, -3.0179], [-2.3026, 3.1100, -1.9386], [7.7774, -3.4673, -2.8795], [3.7997, -0.2844, 6.3753], [-2.1656, -1.3305, 1.2767], [-7.2660, -0.6550, 3.3085], [5.4875, 0.5175, 5.1722], [-7.5794, 0.0238, 4.3436], [-0.1380, -3.9307, -1.1408], [-6.2471, -0.0467, 2.6637], [-0.1448, 2.7130, 0.1014], [-0.6070, -3.1825, -5.2404], [1.8298, -0.0231, 1.6454], [-4.3234, -1.0542, 1.6407], [0.3333, -5.7527, 0.9022], [1.3286, -0.3497, 2.8299], [-3.8526, -1.8357, 2.6769], [7.1602, 0.5226, 7.0499], [-0.6261, 2.8534, 1.1531], [3.3754, 0.1541, 3.9628], [4.8574, -0.1929, 7.2474], [7.3096, 0.2255, 8.3919], [-5.6913, -0.6234, 1.4662], [2.9251, -1.5874, -1.2584], [-5.8688, 1.0801, 3.3329], [5.0016, -0.5001, 8.5946], [3.2053, 3.2112, -3.9734], [-6.7483, 1.1198, 4.4171], [6.7618, -3.0522, -2.5267], [1.4514, 2.7601, -7.8357], [1.3004, -5.5028, -0.0572], [-3.2559, -0.7611, 0.8269], [5.4972, -2.5396, -2.0861], [3.8799, 0.5524, 2.7294], [3.6205, -2.6076, -0.5827], [1.5539, 2.0995, -5.4814], [-5.7805, 3.7082, -2.9613], [-3.4985, 3.2215, -2.5747], [-4.8247, 3.0611, 4.0457], [-5.7189, 3.1235, 5.1351], [-4.6766, 3.7553, -2.1042], [-2.5216, -1.9833, 2.4371], [2.3991, 3.7576, -7.5910], [5.9117, 0.3134, 6.4676], [-0.8770, -5.0790, 0.8220], [4.8614, -3.0885, -0.9696], [-4.4754, 2.6207, -4.7013], [-5.6826, 3.1415, -4.2253], [3.0763, 0.4464, 1.6082], [-4.8786, 2.0430, 3.1230], [-3.3922, 2.6757, -3.8546], [-1.6030, -1.3981, -3.8458], [-0.4053, -2.3005, -4.0811], [4.8779, -1.4850, -2.7628], [1.0352, 1.9707, -6.7641], [2.9250, 3.9324, -6.3291], [2.5885, 3.0798, -5.2283], [-3.3664, 0.0873, -0.3931], [3.6340, -1.0336, -2.3413], [0.9884, 1.2049, -4.4070], [1.0165, -4.5879, -1.0617], [2.0542, -0.2790, 4.0045], [-6.6819, 2.1647, 5.3435], [-1.0627, -4.1764, -0.2126], [6.2466, -0.2775, 9.1554], [4.2343, 0.1570, 5.1479], [-1.4354, 2.4701, -2.8440], [-0.2920, -2.8819, -3.1655], [-4.0575, 3.8150, 3.9282], [-2.3942, -2.4219, -5.1710], [4.1843, -0.8991, 9.1822], [7.9840, 0.8973, 6.4564], [-0.2272, -4.1002, -5.0576], [3.4376, 0.7314, 0.6263], [0.2591, 1.2247, -6.9330], [-4.0770, -0.3305, -1.1103], [-4.7236, 4.1964, -1.1161], [-0.1364, -2.8079, -6.0537], [1.6903, 0.3813, -4.2224], [-4.1705, 2.0026, 2.3035], [-6.3299, -1.4681, 1.2136], [-1.7884, -2.5206, 3.0197], [3.8138, 4.1003, -3.8061], [8.2700, 0.3815, 8.8667], [2.8721, -0.5980, 6.5940], [0.0506, 0.7731, -4.7643], [5.3429, -3.9001, -0.4327], [1.7459, -4.3557, -1.8295], [5.3657, -1.0377, -3.6213], [1.5766, -0.5570, 4.9365], [-6.5588, 3.1013, -4.8619], [-5.7086, 0.1034, 0.6564], [-6.7287, 4.1141, -2.6298], [-7.3585, 2.1999, 6.1874], [-4.5004, -2.1783, 3.4676], [3.1684, -3.0585, 0.3035], [0.5215, -6.4606, 1.7008], [-5.6343, 3.9504, 5.8293], [-2.3931, 0.1417, -0.8699], [3.6697, 4.7041, -6.1599], [-1.6587, -5.2487, 1.5512], [0.2963, -0.6866, 2.8270], [-3.6771, 1.1062, -0.1441], [6.4040, -0.5016, 10.2028], [4.8922, 0.9263, 2.6670], [2.2647, -5.9937, -0.0246], [-1.9854, -3.6151, -0.3063], [3.1959, -0.2041, -2.8893], [2.7417, 4.3890, -8.4076], [0.4771, -1.6625, -4.1630], [-4.3975, 2.1704, -5.6823], [3.5490, 2.3241, -3.4441], [1.0362, 2.6136, -8.8276]]}

2.
{"formula": "C52H46N4P2PtTe", "method": "ωB97M-V/def2-TZVPD", "e_above_lowest_ev": 0.000, "charge": 2, "e_homo_ev": [-12.77, -12.76], "total_energy_ev": -89734.0501, "orbital_gap_ev": [5.00, 5.00], "symbols": ["Pt", "Te", "P", "P", "N", "N", "N", "N", "C", "C", "C", "C", "C", "C", "C", "C", "C", "C", "C", "C", "C", "C", "C", "C", "C", "C", "C", "C", "C", "C", "C", "C", "C", "C", "C", "C", "C", "C", "C", "C", "C", "C", "C", "C", "C", "C", "C", "C", "C", "C", "C", "C", "C", "C", "C", "C", "C", "C", "C", "C", "H", "H", "H", "H", "H", "H", "H", "H", "H", "H", "H", "H", "H", "H", "H", "H", "H", "H", "H", "H", "H", "H", "H", "H", "H", "H", "H", "H", "H", "H", "H", "H", "H", "H", "H", "H", "H", "H", "H", "H", "H", "H", "H", "H", "H", "H"], "coordinates": [[0.1798, -0.1280, 0.3460], [-4.1632, 0.9145, -2.0699], [-2.0010, -0.8984, -0.2694], [-0.9699, 1.7691, -0.8020], [4.1590, -1.9618, 0.1088], [2.1073, -0.9123, -0.2351], [-6.3106, 3.5617, 1.4505], [3.0377, -1.1054, 1.8960], [-5.5454, -2.1296, 1.3821], [-4.5185, -1.9484, 0.4690], [-3.3572, -1.2879, 0.8685], [-1.1694, 2.8795, -2.2284], [-5.1595, 2.1615, -0.6284], [-0.0315, 3.7665, 0.8358], [-1.6188, 4.1907, -2.0921], [3.0663, -1.2886, 0.5696], [-2.1216, -2.0790, -1.6331], [-2.1243, 2.7970, 1.5582], [-4.7701, 3.4630, -0.3674], [-6.1750, 1.5890, 0.1195], [-1.9584, -2.6015, -3.9740], [1.1274, -3.3230, -1.4622], [-1.3281, 3.0625, -4.6239], [-2.3606, -3.4242, -1.3464], [2.6207, -1.3751, -4.3624], [0.9032, 0.0671, 2.2558], [-1.1199, 4.5886, 2.8113], [-1.0791, 2.8620, 0.6430], [6.4424, -2.7421, 0.2866], [-2.1461, 3.6706, 2.6350], [7.2215, -0.2823, 1.3823], [-2.4355, -4.3424, -2.3791], [-5.3772, 4.1237, 0.6960], [0.4126, 0.8515, 4.4767], [3.7845, -0.8892, 4.5718], [-3.2513, -0.7833, 2.1649], [-5.4318, -1.6394, 2.6770], [8.1624, -1.2750, 1.1563], [2.9806, -0.1188, -2.3563], [-0.9927, 2.3310, -3.4993], [5.8949, -0.5064, 1.0554], [-2.4255, 0.7343, -0.8873], [3.1734, -0.2768, -3.7154], [2.1199, -0.4474, 2.7085], [-0.0579, 4.6318, 1.9154], [-2.2422, -3.9313, -3.6923], [1.7472, -2.2176, -2.2686], [2.2620, -1.0749, -1.6371], [-4.2920, -0.9484, 3.0633], [-1.8955, -1.6746, -2.9471], [0.0589, 0.7087, 3.1524], [1.6221, 0.3322, 4.9243], [-1.9499, 4.9184, -3.2248], [5.5072, -1.7284, 0.5103], [6.0163, -4.0681, -0.2790], [7.7693, -2.4874, 0.6117], [-1.8197, 4.3541, -4.4865], [-6.7199, 2.3353, 1.1614], [1.9085, -2.3244, -3.6459], [2.4861, -0.3190, 4.0650], [4.6498, -0.4709, 4.0511], [0.7465, 5.3411, 2.0563], [-2.3147, -4.6485, -4.4990], [2.7594, -1.4983, -5.4282], [5.1960, -4.4937, 0.3023], [1.8919, 0.4426, 5.9666], [9.2022, -1.0989, 1.3951], [-4.6220, -2.3284, -0.5376], [1.9061, -3.9361, -0.9996], [-2.3101, 5.9333, -3.1219], [8.5068, -3.2606, 0.4377], [3.8065, -1.9783, 4.4696], [-2.9690, 3.6303, 3.3378], [1.4937, -3.1820, -4.1617], [-2.4970, -3.7379, -0.3183], [0.5176, -3.9684, -2.0896], [-4.2110, -0.5463, 4.0644], [-1.7147, 4.6477, -1.1169], [3.9023, -0.6625, 5.6281], [5.1638, 0.2829, 1.1876], [3.3904, 0.7371, -1.8331], [-6.5413, 0.5925, -0.0842], [-4.0187, 3.9657, -0.9615], [0.5125, -2.9363, -0.6513], [6.8471, -4.7691, -0.2642], [-2.9177, 2.0723, 1.4216], [-0.8835, 1.1191, 2.8212], [7.5195, 0.6720, 1.7950], [0.7922, 3.7970, 0.1306], [-2.6446, -5.3808, -2.1592], [5.6780, -3.9729, -1.3153], [-6.2306, -1.8015, 3.3883], [3.8273, -1.4985, 2.3864], [-7.5036, 1.9247, 1.7881], [-1.1431, 5.2730, 3.6488], [-2.3384, -0.2781, 2.4628], [-0.2537, 1.3593, 5.1605], [-1.2020, 2.6298, -5.6073], [3.7620, 0.4436, -4.2668], [-1.7912, -2.2853, -4.9950], [-5.0967, 5.1382, 0.9580], [-0.5729, 1.3358, -3.6013], [-1.6762, -0.6359, -3.1654], [-2.0848, 4.9266, -5.3650], [4.0560, -2.3633, -0.8119], [-6.4418, -2.6563, 1.0816]]}

3.
{"formula": "C52H47BrGeN3O4SiV", "method": "ωB97M-V/def2-TZVPD", "e_above_lowest_ev": 1.727, "charge": 2, "e_homo_ev": [-12.47, -12.47], "total_energy_ev": -227453.0692, "orbital_gap_ev": [3.72, 3.71], "symbols": ["Br", "Ge", "V", "Si", "O", "O", "O", "O", "N", "N", "N", "C", "C", "C", "C", "C", "C", "C", "C", "C", "C", "C", "C", "C", "C", "C", "C", "C", "C", "C", "C", "C", "C", "C", "C", "C", "C", "C", "C", "C", "C", "C", "C", "C", "C", "C", "C", "C", "C", "C", "C", "C", "C", "C", "C", "C", "C", "C", "C", "C", "C", "C", "C", "H", "H", "H", "H", "H", "H", "H", "H", "H", "H", "H", "H", "H", "H", "H", "H", "H", "H", "H", "H", "H", "H", "H", "H", "H", "H", "H", "H", "H", "H", "H", "H", "H", "H", "H", "H", "H", "H", "H", "H", "H", "H", "H", "H", "H", "H", "H"], "coordinates": [[-3.8624, 4.3302, -7.3481], [-2.5386, 1.5428, 1.8947], [1.0978, -1.5185, 0.0650], [3.4750, -1.8025, 1.3295], [0.6941, -0.1628, -1.1190], [-0.0655, -1.2311, 1.3010], [-0.6326, -2.4174, 3.2669], [2.1896, -2.8699, 0.7055], [-0.5052, -1.5997, -6.1711], [-1.0376, -0.9989, -7.0879], [0.6323, -2.5851, -1.6186], [-2.9108, 2.7382, -7.1549], [-5.0065, 4.5359, 3.3715], [3.1214, -0.4885, 5.7710], [-0.4840, 0.4583, -3.0723], [-1.6744, 0.2714, -6.9925], [-2.6974, 3.0431, -2.5943], [6.3837, -1.8121, 1.3485], [-3.4264, -2.4721, 1.5845], [-1.8706, 3.0884, -0.3647], [5.1065, -3.6416, 2.4760], [-1.5587, 2.6958, -7.2943], [0.2233, -1.8004, -2.6632], [-3.4085, -0.0946, 2.1908], [2.5795, -2.0164, 4.0334], [-3.6670, 2.1660, -2.1547], [-4.4096, 4.8805, 4.5861], [0.0566, -2.1879, -3.9847], [-2.8706, 3.1208, 4.3385], [3.4108, 0.8601, -1.9328], [3.8185, -0.1047, 3.5118], [-4.4309, 3.5695, 2.6304], [3.0398, -0.2850, 0.1944], [-3.6795, 1.6320, -0.8826], [-4.6876, -1.6753, 3.4540], [-4.1584, -2.7700, 2.6955], [5.1383, -2.6884, 1.2456], [1.0210, -3.8301, -1.8912], [2.6039, 0.9612, 0.7694], [-0.5581, -1.3964, 2.6150], [-0.9079, 1.4765, -7.0894], [-0.6281, 1.2472, 2.3083], [2.6814, 2.1408, 0.0095], [-2.9868, -1.1707, 1.3485], [3.3915, -0.2713, -1.1549], [-3.0394, 0.3968, -6.9167], [5.1550, -3.6054, 0.0553], [0.3482, -3.5851, -4.2637], [-3.6727, 1.5963, -7.0476], [-1.7756, 3.5395, -1.6606], [2.4788, -1.6493, 5.3772], [-0.4079, 0.0096, 3.2132], [-2.7355, 2.0770, 0.0169], [3.1480, -1.2767, 3.0563], [3.8213, 0.2341, 4.8281], [0.1738, -0.4038, -2.3025], [-3.3458, 2.8700, 3.0694], [3.1989, 2.1057, -1.2931], [0.7656, -4.3687, -3.1916], [-0.5094, -1.1899, -4.8665], [-0.8937, 0.0886, -4.4042], [-4.3289, -0.3856, 3.1664], [-3.3715, 4.1782, 5.0956], [6.1128, -4.0888, -0.1201], [2.1937, 1.0935, 1.7676], [-2.4085, -0.9015, 0.4801], [0.2812, -3.9509, -5.3038], [-1.0712, 0.0056, 4.1473], [5.0280, -3.0797, -0.9269], [-2.6544, 3.4075, -3.6216], [0.9672, -5.4072, -3.2396], [4.7363, -3.1948, 3.4359], [4.3847, 0.4476, 2.8342], [-1.0087, 4.2020, -2.0621], [-4.4095, 1.8179, -2.8341], [-1.2275, 0.9031, -5.0813], [-3.6981, -0.4769, -6.9422], [-0.2991, 2.1532, 2.8121], [-4.3401, -3.7936, 2.9621], [-4.7438, 0.4656, 3.6486], [-2.9890, 4.3687, 6.0921], [2.9802, -0.1346, 6.7801], [4.4239, -4.5220, 2.3594], [7.2386, -2.5286, 1.2070], [-0.6865, 1.4710, -2.8436], [3.5925, -1.2281, -1.6560], [4.3099, -4.2412, 0.2399], [0.6081, -0.1307, 3.5273], [-1.9779, 2.6411, 4.6731], [2.5222, 3.0963, 0.4987], [3.7430, 0.8345, -2.9689], [2.0611, -2.3693, 6.0606], [-5.3907, -1.8754, 4.2609], [-4.8894, 3.2964, 1.6877], [-4.7555, 1.6186, -7.1675], [-3.2536, -3.2759, 0.8813], [-4.3907, 0.8529, -0.6139], [-0.0514, 1.2278, 1.4312], [1.3463, -4.4783, -1.0925], [6.5332, -1.3931, 2.3823], [-5.7266, 5.1940, 2.8931], [6.1046, -3.8922, 2.7098], [-1.0609, 3.5350, -7.7147], [0.1561, 1.4738, -7.3687], [6.5142, -1.0403, 0.6293], [2.1528, -3.0041, 3.8827], [4.3842, 1.1262, 5.1422], [3.5294, 2.9968, -1.8330], [-1.2074, 3.4637, 0.4666], [-4.6745, 5.8157, 5.0913]]}

4.
{"formula": "C52H47N4PSSbSn", "method": "ωB97M-V/def2-TZVPD", "e_above_lowest_ev": 0.000, "charge": 3, "e_homo_ev": -15.68, "total_energy_ev": -93117.7323, "orbital_gap_ev": 6.86, "symbols": ["Sb", "Sn", "S", "P", "N", "N", "N", "N", "C", "C", "C", "C", "C", "C", "C", "C", "C", "C", "C", "C", "C", "C", "C", "C", "C", "C", "C", "C", "C", "C", "C", "C", "C", "C", "C", "C", "C", "C", "C", "C", "C", "C", "C", "C", "C", "C", "C", "C", "C", "C", "C", "C", "C", "C", "C", "C", "C", "C", "C", "C", "H", "H", "H", "H", "H", "H", "H", "H", "H", "H", "H", "H", "H", "H", "H", "H", "H", "H", "H", "H", "H", "H", "H", "H", "H", "H", "H", "H", "H", "H", "H", "H", "H", "H", "H", "H", "H", "H", "H", "H", "H", "H", "H", "H", "H", "H", "H"], "coordinates": [[-1.5241, 1.7088, 0.7514], [-0.1604, -0.5072, -0.3824], [-1.7186, -2.3741, 0.0054], [0.5551, -1.6286, -2.6116], [-0.3971, -1.9222, 2.3788], [1.9826, 0.1227, -0.0876], [0.4692, -1.2153, 1.6096], [-2.3133, -3.1225, 2.4529], [1.2359, 1.4431, -5.2187], [2.6480, 0.8784, -0.9678], [-4.3418, 4.9917, -1.4380], [3.3726, -2.3532, 5.6679], [-1.5408, 2.7146, -2.5975], [0.2773, 4.5452, 0.1914], [-2.0010, -2.0997, -3.4090], [1.6135, -0.6419, -6.3689], [0.9852, -0.6459, -4.0485], [-1.7265, -4.8632, -3.5641], [4.1620, -3.8621, -0.9377], [-0.7929, -2.7122, -3.0634], [-3.1014, 0.6823, 1.7117], [1.7951, -3.4451, -0.9598], [1.7097, 4.2649, 2.2164], [-3.0695, -2.8748, -3.8211], [-2.5674, 1.2209, 4.1642], [-4.4290, 4.7023, -0.0822], [2.1369, 3.6050, 3.3584], [-1.4218, -2.4355, 1.7392], [4.0612, -2.4778, 4.4688], [-2.6546, 3.1039, -0.3492], [0.6733, 3.7740, 1.4218], [2.1103, -1.7737, 5.6917], [3.8475, 1.4813, -0.6496], [1.6561, -0.9439, 2.0453], [3.4982, -2.0016, 3.2969], [2.2252, -1.4218, 3.3131], [4.3449, 1.3149, 0.6348], [1.5711, 0.7485, -6.3716], [1.9751, -2.5440, -2.0171], [3.6521, 0.5283, 1.5437], [-3.4151, 4.3400, -2.2358], [-5.0544, -0.6119, 1.1389], [0.5063, 1.9025, 2.9738], [1.5270, -1.3263, 4.5187], [3.2511, -2.2961, -2.5215], [1.5418, 2.4088, 3.7374], [-2.5467, 3.3881, -1.7072], [2.8906, -4.1023, -0.4255], [-5.3213, -0.7648, 2.4946], [-0.6494, -4.0944, -3.1466], [-3.3658, 0.5598, 3.0759], [-3.9438, 0.1114, 0.7516], [0.0599, 2.5855, 1.8397], [4.3415, -2.9625, -1.9800], [-2.9309, -4.2577, -3.8947], [-3.5906, 3.7466, 0.4643], [2.4726, -0.0795, 1.1472], [-4.4916, -0.1832, 3.4375], [1.3158, -1.3444, -5.2145], [0.9411, 0.7450, -4.0567], [3.8178, -2.7141, 6.5857], [0.5316, -0.9064, 4.5412], [-1.9905, 1.9082, -3.1831], [2.7534, -4.8148, 0.3778], [-3.0890, -3.5866, 2.0129], [-4.0051, -2.4071, -4.0978], [3.3952, -1.6019, -3.3404], [0.8028, -3.6442, -0.5670], [4.0399, -2.1053, 2.3632], [-5.7136, -1.0372, 0.3940], [-6.1955, -1.3162, 2.8161], [-3.7651, -4.8639, -4.2229], [4.0115, 0.3940, 2.5531], [1.8737, -1.1780, -7.2717], [-2.1267, -3.2986, 3.4288], [-1.1001, 3.4217, -3.3010], [1.0947, 5.1900, -0.1255], [5.2698, 1.7931, 0.9300], [-3.2301, 1.5631, 4.9579], [5.0151, -4.3899, -0.5310], [0.0288, 3.8953, -0.6489], [-3.7491, 0.2435, -0.3090], [2.2057, 0.9910, -1.9496], [0.6755, 1.2887, -3.1598], [1.7959, 1.2899, -7.2811], [-5.1486, 5.2116, 0.5445], [1.3353, -2.4283, -5.2231], [-2.1028, -1.0181, -3.3764], [2.9349, 4.0286, 3.9545], [1.8689, 1.8821, 4.6252], [-0.7260, 2.2919, -2.0064], [-0.5906, 5.1805, 0.3800], [-4.9993, 5.7315, -1.8757], [-1.6200, -5.9373, -3.6393], [-2.0194, 2.0921, 3.8104], [-3.3550, 4.5783, -3.2914], [4.3695, 2.0732, -1.3885], [5.3310, -2.7881, -2.3822], [1.5749, -1.6831, 6.6275], [1.2017, 2.5247, -5.2273], [-4.7351, -0.2723, 4.4897], [2.1857, 5.1945, 1.9286], [-3.6829, 3.5073, 1.5191], [5.0381, -2.9418, 4.4480], [-1.8585, 0.5196, 4.6135], [0.2898, -4.5733, -2.9003], [0.0263, 0.9831, 3.2831]]}

Q: Number 3 is which compound?
A: C52H47BrGeN3O4SiV